ORCA calculation (ωB97M-V/def2-TZVPD) on the molecule C3H3N3.

```
! wB97M-V def2-TZVPD RIJCOSX def2/J DEFGRID3
* xyz 0 1
C -0.626 -0.199 -0.063
C 0.219 0.955 -0.025
C 1.423 -0.787 0.150
H -2.717 0.502 0.378
H -0.416 1.958 -0.381
H 2.336 -1.307 0.061
N -1.902 -0.404 0.043
N 1.445 0.611 0.006
N 0.238 -1.329 -0.169
*
```

The energy above the lowest of the compared OMol25 structures with the same formula, charge and spin comes out at 3.270 eV. Its gap between HOMO and LUMO is 8.879 eV. The HOMO energy comes out at -10.4 eV. The structure (SMILES) is [H]/N=C1\C=NC=N1.


ORCA calculation (ωB97M-V/def2-TZVPD) on a structure of composition C26H39As2IrN3.

```
! wB97M-V def2-TZVPD RIJCOSX def2/J DEFGRID3
* xyz 4 6
Ir -14.761 -5.837 9.687
C -12.163 -7.056 7.800
C -13.484 -6.773 7.080
C -13.552 -6.951 5.675
C -14.662 -6.585 4.923
C -15.843 -6.125 5.609
C -15.763 -5.952 6.995
N -14.567 -6.299 7.759
C -16.871 -5.488 7.818
C -18.124 -5.068 7.401
C -19.017 -4.488 8.341
C -18.652 -4.376 9.659
C -17.465 -4.965 10.103
N -16.599 -5.437 9.154
C -16.905 -5.024 11.415
C -17.554 -4.484 12.549
C -16.934 -4.481 13.791
C -15.600 -4.977 13.869
C -14.964 -5.404 12.736
C -13.542 -5.780 12.879
N -15.589 -5.455 11.504
H -11.431 -6.189 7.731
H -11.622 -7.861 7.335
H -12.331 -7.208 8.875
H -12.670 -7.255 5.094
H -14.672 -6.763 3.838
H -16.683 -5.745 5.031
H -18.404 -5.196 6.336
H -19.945 -4.068 8.006
H -19.279 -3.859 10.361
H -18.522 -4.026 12.381
H -17.373 -3.932 14.657
H -15.084 -4.970 14.826
H -12.932 -4.938 13.346
H -13.175 -6.173 11.927
H -13.606 -6.592 13.588
C -10.171 -3.568 10.730
C -11.444 -2.836 10.796
As -13.075 -3.737 9.804
C -12.582 -3.092 7.980
C -13.187 -1.780 7.472
C -14.441 -2.318 10.342
C -14.019 -0.915 10.782
H -9.282 -2.886 10.884
H -9.999 -4.063 9.789
H -10.114 -4.331 11.499
H -11.490 -1.860 10.284
H -11.793 -2.653 11.790
H -12.926 -3.937 7.347
H -11.462 -3.066 8.012
H -12.679 -1.478 6.548
H -12.935 -0.936 8.148
H -14.286 -1.931 7.346
H -14.992 -2.971 11.064
H -15.082 -2.392 9.473
H -13.670 -0.962 11.852
H -14.838 -0.161 10.689
H -13.183 -0.435 10.232
C -15.095 -9.468 8.587
As -14.893 -8.293 10.185
C -13.629 -9.107 11.404
C -16.521 -8.762 11.196
H -15.267 -10.474 8.919
H -14.254 -9.470 7.872
H -15.951 -9.080 7.959
H -12.687 -8.545 11.214
H -13.518 -10.150 11.122
H -13.912 -8.890 12.463
H -17.367 -8.794 10.442
H -16.717 -7.978 11.949
H -16.373 -9.705 11.745
*
```

The expectation value of S² is 8.786. Its gap between HOMO and LUMO (alpha / beta) is 5.354 / 5.033 eV. The HOMO energy (alpha / beta) comes out at -18.0 / -21.0 eV.


ORCA calculation (ωB97M-V/def2-TZVPD) on a cluster of 2 separate species, C8H20Br2N2 in total.

```
! wB97M-V def2-TZVPD RIJCOSX def2/J DEFGRID3
* xyz 2 1
C -0.862 -0.720 -1.180
C -0.587 1.735 -0.453
C -0.359 0.449 2.362
C -2.659 0.357 1.388
C 2.462 0.047 -1.652
C -0.526 0.266 -0.094
C -1.205 -0.071 1.256
C 1.916 -0.052 -0.243
N 3.911 -0.482 -1.496
N -1.187 -1.611 1.339
Br 2.147 -1.894 0.528
Br 2.706 1.417 0.748
H -0.489 -1.741 -1.131
H -1.965 -0.846 -1.293
H -0.662 -0.246 -2.184
H -1.582 1.999 -0.734
H 0.175 1.896 -1.174
H -0.360 2.216 0.482
H -0.270 1.568 2.202
H -0.685 0.133 3.386
H 0.688 0.133 2.376
H -3.323 0.003 0.650
H -2.667 1.463 1.119
H -2.863 0.161 2.488
H 1.876 -0.602 -2.340
H 2.643 1.063 -1.982
H 3.834 -1.474 -1.899
H 4.198 -0.433 -0.506
H 4.660 0.005 -2.143
H -0.230 -1.881 1.655
H -1.285 -2.109 0.288
H -1.895 -1.833 2.025
*
```

The energy above the lowest of the compared OMol25 structures with the same formula, charge and spin comes out at 0.544 eV. Its gap between HOMO and LUMO (alpha / beta) is 8.124 / 8.121 eV. The HOMO energy (alpha / beta) comes out at -15.7 / -15.7 eV.


ORCA calculation (ωB97M-V/def2-TZVPD) on a structure of composition C27H23Cl3CsO2Sb.

```
! wB97M-V def2-TZVPD RIJCOSX def2/J DEFGRID3
* xyz 0 1
Cs 1.965 0.612 0.653
C 3.513 4.146 2.525
C 3.690 2.717 2.953
C 4.764 1.953 2.513
C 4.906 0.621 2.893
C 3.968 0.030 3.727
C 2.889 0.783 4.178
C 2.753 2.107 3.794
H 3.337 4.784 3.393
H 2.654 4.247 1.858
H 4.397 4.512 2.005
H 5.505 2.409 1.867
H 5.758 0.050 2.544
H 4.082 -1.003 4.032
H 2.153 0.335 4.835
H 1.906 2.686 4.144
C -2.094 -5.958 -2.608
C -1.190 -5.402 -3.501
C -0.693 -4.125 -3.275
C -1.099 -3.389 -2.164
C -2.006 -3.959 -1.274
C -2.500 -5.237 -1.494
Sb -0.305 -1.418 -1.911
C -0.687 -1.302 0.205
C -0.092 -2.218 1.078
C -0.133 -2.026 2.453
C -0.769 -0.907 2.978
C -1.379 0.002 2.124
C -1.341 -0.199 0.749
C -2.029 -0.306 -2.493
C -3.290 -0.888 -2.614
C -4.395 -0.109 -2.923
C -4.250 1.260 -3.111
C -2.997 1.845 -3.001
C -1.887 1.065 -2.699
H -2.481 -6.954 -2.779
H -0.870 -5.963 -4.370
H 0.018 -3.702 -3.977
H -2.332 -3.404 -0.402
H -3.205 -5.671 -0.796
H 0.415 -3.092 0.680
H 0.330 -2.747 3.115
H -0.798 -0.751 4.049
H -1.878 0.874 2.526
H -1.807 0.528 0.092
H -3.413 -1.955 -2.470
H -5.370 -0.569 -3.017
H -5.114 1.869 -3.346
H -2.877 2.911 -3.148
H -0.914 1.538 -2.612
Cl -0.129 4.552 -2.976
C 0.653 4.697 -1.396
Cl -0.277 5.819 -0.395
Cl 2.302 5.344 -1.621
C 0.823 3.300 -0.689
O 0.932 3.339 0.547
O 0.889 2.317 -1.447
*
```

The energy above the lowest of the compared OMol25 structures with the same formula, charge and spin comes out at 0.055 eV. Its gap between HOMO and LUMO is 8.552 eV. The HOMO energy comes out at -8.7 eV.


Molecular weight for the records above, in order: 81.1; 735.7; 304.1; 740.5 g/mol
Strongest force on any atom for the records above, in order: 5.182; 3.313; 4.145; 0.297 eV/Å
E for the records above, in order: -7626.2791; -156534.9559; -151666.1080; -77121.1505 eV